DFT (ωB97M-V/def2-TZVPD) results for 2 unconnected molecules or ions with the total composition C2H9NO at a distorted geometry.

Summary:
- Total charge: 0
- SMILES: CNC.O
- Gap between HOMO and LUMO: 0.378 Ha

Positions of all 13 atoms, in Å:
C 0.7147 1.5286 -0.2217
N -0.3899 0.6511 0.1295
C -0.7449 -0.1779 -1.0662
H 1.6803 1.2719 0.3274
H 1.0351 1.5895 -1.2352
H 0.3706 2.5027 0.0797
H -1.0968 1.3307 0.3117
H -1.1138 0.3545 -1.9351
H -1.4978 -0.8062 -0.6294
H 0.1096 -0.7716 -1.2725
O 0.1069 -2.4571 2.2144
H 0.0968 -1.8354 1.5053
H 0.7291 -3.1808 1.7921

Atoms 1-6, force components in eV/Å:
C 1.8 0.1 2.0
N 0.8 -0.3 -1.8
C -0.7 0.5 2.4
H -1.2 0.3 -0.3
H -0.3 -0.2 -1.2
H 0.7 0.8 0.1

Löwdin population analysis, charges in e, atoms 1 to 8: C -0.17; N -0.17; C -0.12; H 0.09; H 0.05; H 0.07; H 0.07; H 0.07

***

DFT (ωB97M-V/def2-TZVPD) results for a molecular structure, C2H9NO at a distorted geometry.

Summary:
- Total charge: 0
- Gap between HOMO and LUMO: 0.385 Ha

Positions of all 13 atoms, in Å:
N 1.3933 -1.2807 0.9552
H 1.4268 -0.3792 1.5962
H -3.8850 -5.8775 0.9051
H 1.0666 -2.0928 1.3680
H 0.9322 -0.8912 0.1432
C 0.5808 0.8429 -0.6933
O -0.7607 0.3805 -0.2728
C -0.5262 1.7138 -0.4749
H 0.8407 0.5936 -1.7379
H 1.4534 0.9572 -0.1432
H -1.0726 2.1631 -1.4219
H -0.3425 2.3529 0.3888
H -4.4141 -6.2458 1.4067

Atoms 1-6, force components in eV/Å:
N 1.9 5.0 0.5
H -0.2 -3.2 -1.1
H -1.4 -1.0 1.4
H -1.2 -1.3 0.8
H -0.3 -1.5 0.4
C -1.1 -0.2 -3.6

Löwdin population analysis, charges in e, atoms 1 to 8: N 0.01; H 0.08; H 0.00; H -0.03; H -0.05; C -0.19; O -0.05; C -0.24

***

DFT (ωB97M-V/def2-TZVPD) results for 2 unconnected molecules or ions with the total composition C2H9NO at a distorted geometry.

Summary:
- Total charge: +1
- Gap between HOMO and LUMO (alpha / beta): 0.412 / 0.245 Ha
- Multiplicity: 2

Positions of all 13 atoms, in Å:
C 0.0128 0.0632 0.9537
N 1.1521 0.1622 0.0985
C 2.3981 -0.1964 0.7073
H 0.2960 -0.6051 1.7890
H -0.2885 1.0444 1.3666
H -0.8260 -0.4291 0.4576
H 0.9208 0.8469 -0.6606
H 3.3010 -0.2254 0.0910
H 2.4535 -1.2697 0.9859
H 2.5646 0.4884 1.5604
H -2.7035 0.5556 -2.1904
H -3.3016 0.3752 -0.8357
O -3.0992 -0.1267 -1.6344

Atoms 1-6, force components in eV/Å:
C 0.0 -1.4 1.5
N -1.1 1.3 0.2
C 1.8 -0.8 -0.6
H -0.3 0.5 -0.3
H 0.1 -0.2 -0.4
H -0.2 0.3 -0.4

Löwdin population analysis, charges in e, atoms 1 to 8: C -0.03; N 0.08; C -0.02; H 0.12; H 0.14; H 0.12; H 0.20; H 0.11

***

DFT (ωB97M-V/def2-TZVPD) results for 2 unconnected molecules or ions with the total composition C2H9NO2 at a distorted geometry.

Summary:
- Total charge: -1
- Gap between HOMO and LUMO (alpha / beta): 0.091 / 0.341 Ha
- Multiplicity: 2

Positions of all 14 atoms, in Å:
C 0.5756 0.5355 0.4726
N 0.8877 -0.8772 0.1535
C 0.5560 -1.3408 -1.1348
O 1.6270 -1.1322 -2.0959
H 0.7787 0.7634 1.5095
H -0.4663 0.6610 0.1644
H 1.2213 1.2203 -0.1100
H 1.8020 -1.1879 0.4506
H 0.2865 -2.4005 -1.1091
H -0.2537 -0.7327 -1.4991
H 1.7935 -1.9955 -2.5032
H -2.5185 1.7230 2.0673
H -3.6085 2.6702 1.5946
O -3.1712 2.3666 2.4053

Atoms 1-6, force components in eV/Å:
C 0.9 -0.7 -1.5
N -0.1 0.2 0.9
C 0.6 0.5 -0.1
O 0.1 -0.7 -0.1
H -0.4 -0.1 0.4
H 0.1 0.5 0.6

Löwdin population analysis, charges in e, atoms 1 to 8: C -0.29; N -0.13; C -0.43; O -0.11; H 0.03; H 0.01; H 0.05; H 0.09

***

DFT (ωB97M-V/def2-TZVPD) results for 3 unconnected molecules or ions with the total composition C2H9NO3 at a distorted geometry.

Summary:
- Total charge: +1
- Gap between HOMO and LUMO (alpha / beta): 0.344 / 0.160 Ha
- Multiplicity: 2

Positions of all 15 atoms, in Å:
C -1.6213 0.2419 0.1561
N -1.6711 0.1159 1.5263
C -1.5238 1.3642 2.3116
O -1.0100 1.1595 -0.3497
H -2.2196 -0.4453 -0.4450
H -2.3191 -0.5250 1.9995
H -1.1660 1.0802 3.2953
H -2.5050 1.8565 2.2962
H -0.9302 2.0447 1.6912
H 4.3091 -2.3798 -2.6172
H 4.5763 -2.6269 -1.2139
O 4.7497 -1.9709 -1.8868
H 0.3375 0.8364 -2.1784
H 0.8610 -0.6767 -2.2530
O 0.1326 -0.0745 -2.3323

Atoms 1-6, force components in eV/Å:
C -0.6 -0.9 1.2
N -0.8 1.2 -0.1
C 0.1 -0.4 -1.2
O 0.3 0.5 -0.3
H 0.2 -0.4 0.0
H 0.3 -0.3 -0.8

Löwdin population analysis, charges in e, atoms 1 to 8: C -0.19; N 0.12; C 0.02; O 0.21; H 0.18; H 0.18; H 0.12; H 0.13

***

DFT (ωB97M-V/def2-TZVPD) results for 3 unconnected molecules or ions with the total composition C2H9NO4 at a distorted geometry.

Summary:
- Total charge: 0
- Gap between HOMO and LUMO (alpha / beta): 0.340 / 0.300 Ha

Positions of all 16 atoms, in Å:
C 2.4908 -1.1034 -0.1247
O 0.4357 0.5204 0.6438
O 2.3157 0.2115 0.3148
O 0.5335 1.2789 -0.5913
H 1.6131 1.0996 -0.4959
H 3.5000 -1.2208 -0.5457
H 2.3936 -1.8132 0.7054
H 1.7652 -1.3932 -0.8998
C -2.1720 -0.3620 -0.6035
N -1.3400 1.0414 1.0500
O -2.3554 0.1495 0.7300
H -1.3478 1.1630 2.0582
H -1.4047 1.9133 0.5203
H -2.2461 0.4440 -1.3380
H -2.9790 -1.0791 -0.7330
H -1.2026 -0.8497 -0.6905

Atoms 1-6, force components in eV/Å:
C -0.2 -0.1 0.0
O 0.5 0.1 -0.5
O 0.2 -0.2 0.3
O 0.8 -0.1 0.6
H -1.2 0.0 -0.5
H -0.1 0.1 0.1

Löwdin population analysis, charges in e, atoms 1 to 8: C -0.19; O -0.13; O -0.21; O -0.16; H 0.08; H 0.08; H 0.08; H 0.07

***

DFT (ωB97M-V/def2-TZVPD) results for 2 unconnected molecules or ions with the total composition C2H9NOP at a distorted geometry.

Summary:
- Total charge: +1
- Gap between HOMO and LUMO (alpha / beta): 0.282 / 0.282 Ha

Positions of all 14 atoms, in Å:
C -2.5999 0.2315 -0.1347
C 2.2364 0.7431 0.0739
N 2.3390 -0.5122 -0.3274
O -0.2247 -1.0923 -0.1604
P -0.7773 0.4702 -0.0221
H -2.7491 -0.1784 -1.0662
H -2.8656 -0.5236 0.6251
H -3.0561 1.1867 0.0579
H 2.0304 1.0555 1.0720
H 2.6061 1.4783 -0.6289
H 2.5974 -0.8139 -1.2616
H 2.3258 -1.2643 0.5036
H -1.0445 -1.6054 -0.0492
H -0.8178 0.8248 1.3180

Atoms 1-6, force components in eV/Å:
C 1.7 -0.2 2.1
C 1.1 -2.2 -2.6
N 0.3 0.2 4.8
O -1.2 0.1 0.6
P 0.3 0.9 -1.0
H -1.0 -0.5 -2.3

Löwdin population analysis, charges in e, atoms 1 to 8: C -0.28; C 0.07; N 0.13; O -0.39; P 0.80; H 0.01; H 0.06; H 0.05

***

DFT (ωB97M-V/def2-TZVPD) results for 2 unconnected molecules or ions with the total composition C2H9NOS at a distorted geometry.

Summary:
- Total charge: 0
- SMILES: NCO.CS
- Gap between HOMO and LUMO: 0.366 Ha

Positions of all 14 atoms, in Å:
N 3.8060 -2.8989 0.8704
C 3.0504 -1.7120 0.4125
O 1.7194 -1.7921 0.8646
H 4.0601 -3.4997 0.1085
H 4.6001 -2.6325 1.4230
H 3.4446 -0.7429 0.7056
H 3.1496 -1.8354 -0.6592
H 1.6657 -2.5615 1.4535
C -4.1075 2.6960 -1.2943
S -4.3265 2.8462 0.5456
H -5.1028 2.8565 -1.6931
H -3.4337 3.4715 -1.6579
H -3.6105 1.7653 -1.5322
H -4.9149 4.0396 0.4528

Atoms 1-6, force components in eV/Å:
N -0.5 1.2 0.7
C 0.5 -1.8 -0.1
O -0.3 0.0 0.0
H 0.3 0.0 -0.1
H 0.3 -0.2 0.1
H 0.4 -0.1 0.2

Löwdin population analysis, charges in e, atoms 1 to 8: N 0.01; C -0.34; O -0.08; H 0.06; H 0.06; H 0.11; H 0.10; H 0.08

***

DFT (ωB97M-V/def2-TZVPD) results for 2 unconnected molecules or ions with the total composition C2H9NOS2 at a distorted geometry.

Summary:
- Total charge: 0
- SMILES: CSS.NCO
- Gap between HOMO and LUMO: 0.350 Ha

Positions of all 15 atoms, in Å:
C 0.6568 -1.2178 -1.3133
S -0.5311 -1.2118 0.1167
S -2.2939 -0.5513 -0.7286
H 0.3972 -2.0410 -1.9515
H 1.6330 -1.4291 -0.8413
H 0.5582 -0.2715 -1.8633
H -2.0990 0.8004 -0.6765
N 0.4309 2.0374 0.8822
C 1.8892 1.9222 0.9459
O 2.2866 0.5168 0.8287
H 0.1978 1.8431 -0.0863
H 0.0580 1.4103 1.5852
H 2.3891 2.4921 0.0805
H 2.2508 2.3679 1.9578
H 3.2297 0.4132 0.9837

Atoms 1-6, force components in eV/Å:
C -0.5 0.0 1.0
S 0.1 0.2 -0.6
S 0.3 0.3 0.0
H -0.1 -0.3 -0.4
H -0.4 0.6 -0.4
H 0.5 -0.3 0.4

Löwdin population analysis, charges in e, atoms 1 to 8: C -0.44; S 0.32; S 0.28; H 0.01; H 0.03; H 0.03; H -0.20; N 0.01

***

DFT (ωB97M-V/def2-TZVPD) results for 2 unconnected molecules or ions with the total composition C2H9NOS2.

Summary:
- Total charge: 0
- SMILES: NCCSS.O
- Gap between HOMO and LUMO: 0.321 Ha

Positions of all 15 atoms, in Å:
N -1.4669 -0.9395 0.4258
C -0.7422 -0.0097 1.2913
C -0.0648 1.0637 0.4462
S 1.7410 0.9664 0.3896
S 1.8879 2.0302 -1.4044
H -2.1912 -1.4484 0.9160
H -1.9846 -0.4000 -0.2664
H 0.0158 -0.5846 1.8447
H -1.3673 0.4602 2.0625
H -0.3288 2.0515 0.7591
H -0.4529 0.9988 -0.5755
H 3.0596 1.5037 -1.7823
O 0.6613 -1.7845 -1.7500
H -0.0893 -1.6784 -1.1447
H 1.3221 -2.2295 -1.2118

Atoms 1-6, force components in eV/Å:
N -0.4 0.2 -0.6
C 0.4 -0.2 0.6
C -0.3 -0.2 -0.6
S -0.1 -0.1 -0.2
S 0.2 0.2 0.1
H 0.2 -0.2 0.3

Löwdin population analysis, charges in e, atoms 1 to 8: N -0.02; C -0.34; C -0.61; S 0.43; S 0.34; H 0.08; H 0.08; H 0.10